C14H21N2OPtSTe | ωB97M-V/def2-TZVPD

Each line ends with the Mulliken charge.
Atoms and positions in Å:
Pt  -0.346  0.175  1.391  0.331
N  1.720  0.299  1.055  -0.585
C  2.413  -0.889  1.616  -0.526
C  1.797  -1.299  2.939  -0.544
N  0.390  -1.691  2.655  -0.600
H  1.924  0.359  0.062  0.333
H  2.006  1.190  1.456  0.350
H  3.488  -0.714  1.650  0.400
H  2.229  -1.717  0.930  0.311
H  1.800  -0.476  3.653  0.331
H  2.361  -2.120  3.382  0.373
H  -0.169  -1.632  3.500  0.294
H  0.352  -2.655  2.343  0.224
C  -3.524  1.190  -0.061  -0.753
Te  -2.884  -0.025  1.548  0.282
C  -2.985  -1.846  0.457  -1.028
H  -2.996  0.881  -0.958  0.332
H  -3.252  2.209  0.190  0.021
H  -4.601  1.085  -0.167  0.403
H  -4.022  -2.037  0.190  0.380
H  -2.625  -2.648  1.098  0.310
H  -2.370  -1.756  -0.433  0.350
C  0.331  11.163  -1.534  -1.143
C  0.457  9.703  -1.180  0.822
O  1.477  9.078  -1.246  -0.507
S  -1.124  9.042  -0.643  -0.274
C  -0.864  7.323  -0.303  0.659
C  -1.994  6.517  -0.423  -0.833
C  -1.926  5.166  -0.139  -0.669
C  -0.722  4.588  0.262  1.104
C  0.402  5.404  0.384  -0.635
C  0.339  6.760  0.115  -0.382
C  -0.637  3.181  0.545  2.378
C  -0.530  2.003  0.805  -2.952
H  1.312  11.540  -1.812  0.308
H  -0.056  11.723  -0.682  0.330
H  -0.365  11.289  -2.363  0.347
H  -2.931  6.951  -0.748  0.373
H  -2.812  4.554  -0.239  0.288
H  1.341  4.969  0.703  0.375
H  1.219  7.371  0.223  0.422

## Properties
* orbital gap: 7.35 eV
* energy relative to the best compared isomer or geometry (same formula, charge and spin): 0.0 kcal/mol
* HOMO energy: -10.2 eV
* net charge: +1
* E_tot: -1516.09334 a.u.